Entry 1:
DFT (ωB97M-V with the def2-TZVPD basis set) results for a cluster of 12 separate species, C2H27O12 in total.

Summary:
Net charge: -1
E_HOMO (eV): -6.03
ΔE to the lowest compared entry with this formula, charge and spin (kJ/mol): 135.62
Lowest unoccupied orbital energy (eV): 2.8
Gap between HOMO and LUMO (eV): 8.8
F_max (hartree/bohr): 0.0524

Last column: Löwdin charge in e.
Atoms and positions in Å:
C 0.665 0.021 -0.982  -0.057
C 0.523 -1.363 -0.384  -0.392
O -0.169 -1.191 0.778  -0.416
H 1.407 0.633 -0.512  0.046
H -0.228 0.612 -1.067  0.066
H 1.120 -0.136 -1.930  0.069
H 1.404 -1.946 -0.155  0.096
H -0.182 -1.951 -0.960  0.093
O -2.562 -0.121 0.206  -0.069
H -1.714 -0.550 0.124  -0.030
H -3.075 -0.518 0.957  0.079
O -0.400 1.053 1.993  -0.069
H -0.231 0.210 1.541  -0.037
H -1.349 1.118 1.881  0.032
O -2.484 -1.647 -2.735  -0.014
H -1.576 -1.889 -2.654  0.004
H -2.432 -0.867 -3.228  0.001
O 3.113 3.013 -1.210  -0.038
H 2.675 3.764 -1.634  0.057
H 3.140 2.327 -1.861  0.030
O 1.721 -3.394 1.784  -0.042
H 2.489 -2.948 2.057  0.004
H 1.247 -2.726 1.268  -0.017
O -0.917 -1.743 3.233  -0.092
H -0.627 -2.678 3.325  0.041
H -0.805 -1.518 2.307  -0.046
O 0.936 3.121 0.537  -0.037
H 0.590 2.530 1.180  -0.007
H 1.477 2.580 -0.023  -0.011
O 2.375 -0.063 1.870  -0.047
H 1.886 0.321 2.590  0.031
H 1.804 -0.436 1.176  -0.006
O -0.400 2.686 -3.379  -0.098
H -0.892 3.379 -3.870  0.039
H -0.869 2.719 -2.538  -0.031
O -1.349 2.870 -0.778  -0.076
H -0.471 2.889 -0.410  -0.033
H -1.935 2.232 -0.314  0.049
O -1.669 -3.460 0.653  -0.057
H -1.170 -4.243 0.521  0.008
H -1.064 -2.691 0.644  -0.024

Force components x, y, z for each atom (eV/Å):
C 1.57 -0.80 -1.04
C -1.90 1.22 0.35
O -0.51 -0.50 1.79
H 0.41 0.24 0.92
H -0.59 -0.25 -0.03
H 0.09 0.23 -1.54
H 1.07 0.09 -1.09
H 0.49 -0.60 -1.39
O -2.39 0.99 0.75
H 0.87 -0.86 0.69
H 1.15 0.20 -1.18
O 0.03 1.33 0.58
H 0.41 -0.90 -0.51
H -0.34 0.19 0.07
O -0.85 -1.53 0.69
H 1.01 -0.53 0.37
H -0.15 2.05 -1.12
O 0.02 0.72 0.44
H 0.02 -0.26 0.08
H -0.02 -0.58 -0.70
O -1.37 -1.02 -0.73
H 1.53 0.96 0.69
H -0.34 -0.07 0.57
O -0.15 -1.01 1.46
H -0.30 1.08 -0.42
H 0.42 -0.27 -0.39
O 0.10 1.61 -0.68
H -0.77 -1.31 1.43
H 0.99 -0.30 -0.38
O 1.38 -0.47 -0.84
H -0.94 -0.06 -0.03
H -0.31 0.51 1.16
O -0.46 0.92 -1.13
H 0.64 -0.68 0.19
H -0.13 -0.27 0.94
O -2.31 -0.30 -0.94
H 0.86 0.02 1.10
H 0.92 0.32 -0.29
O -1.08 0.68 -0.01
H 0.85 -0.90 -0.15
H 0.09 0.07 0.32

=====

Entry 2:
DFT (ωB97M-V with the def2-TZVPD basis set) results for a cluster of 13 separate species, C2H29NO13 in total.

Summary:
Net charge: 0
E_HOMO (eV): -10.09
ΔE to the lowest compared entry with this formula, charge and spin (kJ/mol): 0.00
Lowest unoccupied orbital energy (eV): 0.2
Gap between HOMO and LUMO (eV): 10.3
F_max (hartree/bohr): 0.0766

Last column: Löwdin charge in e.
Atoms and positions in Å:
C 1.552 1.028 -1.574  -0.296
N 0.780 0.583 -2.594  0.027
C 1.391 -0.535 -3.340  -0.086
O 1.012 1.561 -0.592  -0.073
H 2.624 0.919 -1.615  0.121
H -0.114 0.932 -2.903  0.115
H 0.877 -1.464 -3.106  0.051
H 2.442 -0.891 -3.294  0.103
H 1.253 -0.290 -4.386  0.075
H -1.613 -0.492 -0.375  0.063
H -1.540 -0.514 1.210  0.025
O -1.460 -1.062 0.400  -0.076
H 1.037 0.159 1.293  0.011
H 0.850 1.675 1.622  0.035
O 0.832 0.783 1.997  -0.058
H -1.917 -1.230 -2.678  0.006
H -1.395 -0.807 -4.066  0.041
O -1.906 -0.501 -3.309  -0.050
H -1.410 -2.601 1.660  0.004
H -1.042 -2.970 3.085  0.028
O -1.022 -3.316 2.180  -0.054
H 4.214 -0.920 -0.092  0.052
H 2.845 -1.093 0.361  0.014
O 3.366 -0.474 -0.189  -0.065
H -0.849 -2.014 -0.992  -0.014
H -0.743 -3.579 -1.539  0.071
O -0.711 -2.638 -1.720  -0.051
H 1.608 3.240 -0.341  -0.004
H 0.593 4.545 -0.404  0.014
O 1.425 4.177 -0.148  -0.065
H 0.955 -2.828 1.404  0.035
H 0.776 -2.048 0.010  0.010
O 1.360 -2.270 0.735  -0.041
H -2.565 1.440 2.346  0.049
H -3.035 0.086 2.991  0.075
O -2.651 0.480 2.198  -0.054
H -1.632 1.989 -0.740  0.021
H -0.469 2.759 -1.329  -0.007
O -1.435 2.720 -1.334  -0.052
H -0.586 1.802 2.891  0.005
H -0.667 3.486 2.771  0.070
O -1.044 2.610 2.649  -0.054
H -0.069 -1.281 3.465  0.032
H -1.063 -0.171 3.455  -0.007
O -0.854 -0.984 3.934  -0.048

Force components x, y, z for each atom (eV/Å):
C -2.75 0.98 0.57
N 3.72 -1.30 0.12
C -0.84 -0.52 -1.59
O 0.87 0.14 -0.48
H 0.18 -0.42 -0.29
H -0.31 -0.16 0.70
H -0.46 0.02 -0.07
H -0.22 1.49 0.96
H -0.09 -0.37 -0.46
H -0.22 0.20 0.80
H -0.25 0.29 -0.58
O 0.32 0.00 -0.58
H 0.06 0.28 -0.13
H 0.21 -0.45 -0.46
O -0.19 -0.15 0.78
H 0.18 -0.34 -0.37
H -0.11 -0.24 0.17
O -0.17 0.46 -0.02
H -0.08 -0.11 -0.14
H -0.24 -0.15 -0.16
O 0.28 -0.01 0.24
H 0.42 0.34 -0.31
H -0.43 0.34 -0.25
O 0.23 -1.01 0.73
H -0.17 -1.27 0.61
H -0.21 0.30 0.84
O 0.35 0.62 -1.34
H -1.08 0.42 -0.10
H -0.75 -0.53 -0.46
O 1.76 0.46 0.80
H -0.81 -0.08 -0.28
H -0.50 -0.44 0.20
O 1.43 0.57 0.14
H 0.06 -0.16 0.05
H -0.16 0.17 -0.12
O -0.06 0.19 0.26
H 0.10 0.16 0.04
H -0.18 -0.17 0.26
O -0.11 0.14 -0.28
H 1.09 0.65 0.22
H 0.65 -0.68 0.37
O -1.83 0.34 -0.54
H 0.36 0.11 0.11
H -0.02 -0.12 0.08
O -0.04 0.00 -0.05

=====

Entry 3:
DFT (ωB97M-V with the def2-TZVPD basis set) results for a structure of composition C2H2AgCl6F2V.

Summary:
Net charge: +2
Multiplicity: 5
E_HOMO (alpha / beta) (eV): -17.29 / -17.21
ΔE to the lowest compared entry with this formula, charge and spin (kJ/mol): 102.10
Lowest unoccupied orbital energy (alpha / beta) (eV): -9.7 / -13.6
Gap between HOMO and LUMO (alpha / beta) (eV): 7.6 / 3.6
F_max (hartree/bohr): 0.0866

Last column: Löwdin charge in e.
Atoms and positions in Å:
Ag -2.451 0.881 2.349  0.758
V 0.263 2.391 2.623  1.399
F -0.481 0.650 1.281  -0.614
F -0.829 0.996 4.033  -0.581
C 2.172 0.845 -1.501  -1.424
Cl 3.094 0.443 -0.070  0.574
Cl 1.831 -0.668 -2.555  0.628
Cl 3.029 2.192 -2.333  0.582
H 1.185 1.152 -1.156  -0.006
C -1.425 -1.745 -0.476  -1.428
Cl -1.241 -3.395 -1.113  0.710
Cl -2.747 -1.710 0.721  0.642
Cl -1.897 -0.598 -1.816  0.749
H -0.502 -1.433 0.013  0.012

Force components x, y, z for each atom (eV/Å):
Ag -0.12 -0.51 0.47
V -1.77 -4.00 0.84
F 0.92 2.19 0.63
F 1.06 2.35 -2.00
C 0.52 0.35 -0.43
Cl -0.08 -0.47 0.05
Cl 0.13 1.30 0.77
Cl -0.99 -1.22 0.11
H 0.03 0.01 -0.45
C -0.44 -0.76 0.04
Cl -0.10 1.19 0.09
Cl 0.34 0.12 -0.57
Cl 0.70 -0.83 0.73
H -0.19 0.27 -0.28

=====

Entry 4:
DFT (ωB97M-V with the def2-TZVPD basis set) results for a structure of composition C2H2AgFO2.

Summary:
Net charge: 0
Multiplicity: 3
E_HOMO (alpha / beta) (eV): -6.41 / -10.81
ΔE to the lowest compared entry with this formula, charge and spin (kJ/mol): 410.91
Lowest unoccupied orbital energy (alpha / beta) (eV): 0.4 / -2.4
Gap between HOMO and LUMO (alpha / beta) (eV): 6.8 / 8.4
F_max (hartree/bohr): 0.0727

Last column: Löwdin charge in e.
Atoms and positions in Å:
F 0.282 -0.173 -2.485  0.144
C 0.560 0.504 -1.439  -0.235
C 0.724 1.434 -0.669  0.086
H 1.159 2.317 -0.233  0.044
O -0.682 -1.389 0.268  -0.351
O -1.065 -0.480 1.356  -0.260
H -0.365 0.272 1.222  0.105
Ag -0.612 -2.484 1.980  0.466

Force components x, y, z for each atom (eV/Å):
F -0.05 -0.60 0.57
C 0.15 2.46 0.55
C 0.26 -1.27 -1.13
H -0.33 -0.49 0.19
O -1.00 2.17 0.96
O 1.73 1.40 -3.00
H -1.30 -1.65 0.33
Ag 0.53 -2.02 1.54

=====

Entry 5:
DFT (ωB97M-V with the def2-TZVPD basis set) results for a structure of composition C2H2AgO5.

Summary:
Net charge: +1
E_HOMO (eV): -14.84
ΔE to the lowest compared entry with this formula, charge and spin (kJ/mol): 0.00
Lowest unoccupied orbital energy (eV): -6.8
Gap between HOMO and LUMO (eV): 8.0
F_max (hartree/bohr): 0.0549

Last column: Löwdin charge in e.
Atoms and positions in Å:
O -0.340 -0.171 -1.944  0.229
C -0.392 -0.280 -0.657  -0.600
O -1.236 0.230 0.077  0.037
O 0.668 -0.943 -0.228  0.185
Ag -3.642 1.143 0.310  0.930
H -1.063 0.364 -2.306  0.155
O 1.086 0.332 1.663  0.178
C 1.510 -0.611 0.881  -0.527
O 2.493 -1.259 1.027  0.232
H 0.917 1.194 1.177  0.180

Force components x, y, z for each atom (eV/Å):
O -0.09 -0.14 -1.18
C 0.19 0.92 1.46
O -0.72 0.04 -0.25
O 0.28 -0.14 -0.21
Ag 0.76 -0.34 -0.01
H -0.02 -0.17 0.15
O -0.71 2.73 -0.10
C 1.53 -1.93 -0.42
O -1.25 0.46 -0.31
H 0.03 -1.43 0.85

=====

Entry 6:
DFT (ωB97M-V with the def2-TZVPD basis set) results for the ion C2H2BF2N2O4 with charge -1.

Summary:
Net charge: -1
E_HOMO (eV): -5.92
Lowest unoccupied orbital energy (eV): 3.8
Gap between HOMO and LUMO (eV): 9.7
F_max (hartree/bohr): 0.0143

Last column: Löwdin charge in e.
Atoms and positions in Å:
O 3.016 0.093 1.234  -0.022
N 2.148 0.560 0.564  -0.102
O 1.648 -0.332 -0.299  -0.085
B 0.485 0.172 -1.109  -0.457
N -0.889 -0.194 -0.332  0.095
C -1.439 0.893 0.323  -0.544
O -1.391 1.269 1.442  0.153
F -2.164 1.614 -0.572  0.082
C -0.866 -1.371 0.419  -0.507
O -1.241 -2.440 0.073  0.159
F -0.328 -1.228 1.656  0.105
H 0.513 1.375 -1.232  0.068
H 0.508 -0.411 -2.168  0.055

Force components x, y, z for each atom (eV/Å):
O -0.02 0.13 -0.02
N 0.08 -0.18 0.07
O -0.10 0.05 0.04
B 0.00 0.02 -0.68
N -0.18 -0.02 0.71
C 0.25 -0.12 -0.57
O -0.21 0.00 0.59
F 0.09 0.20 -0.13
C 0.28 0.33 -0.03
O 0.06 -0.22 -0.07
F -0.19 -0.04 -0.08
H -0.09 -0.04 0.08
H 0.03 -0.09 0.11

=====

Entry 7:
DFT (ωB97M-V with the def2-TZVPD basis set) results for a structure of composition C2H2BO5.

Summary:
Net charge: -1
E_HOMO (alpha / beta) (eV): -2.81 / -2.83
ΔE to the lowest compared entry with this formula, charge and spin (kJ/mol): 277.12
Lowest unoccupied orbital energy (alpha / beta) (eV): 3.6 / 3.6
Gap between HOMO and LUMO (alpha / beta) (eV): 6.4 / 6.4
F_max (hartree/bohr): 0.0787

Last column: Löwdin charge in e.
Atoms and positions in Å:
B 0.437 0.013 0.443  -0.808
C 1.490 0.356 -0.551  0.035
C -1.212 0.547 -0.730  -0.593
O -1.629 1.622 -0.420  0.045
O 1.905 0.710 -1.611  0.077
O -1.627 -0.334 -1.430  0.028
O 0.258 0.622 1.731  0.065
O 0.140 -1.434 0.596  -0.043
H -0.022 -0.088 2.264  0.045
H 0.260 -2.014 -0.292  0.149

Force components x, y, z for each atom (eV/Å):
B -2.14 -1.90 1.65
C 0.76 1.54 -3.21
C 0.09 0.31 -0.37
O 0.31 1.78 1.09
O -0.51 -0.75 2.10
O 0.63 -1.89 -0.70
O 0.94 1.33 -1.75
O 1.10 -1.64 -3.08
H -0.53 -1.24 1.14
H -0.66 2.47 3.14

=====

Entry 8:
DFT (ωB97M-V with the def2-TZVPD basis set) results for a structure of composition C2H2BaO2.

Summary:
Net charge: +1
Multiplicity: 2
E_HOMO (alpha / beta) (eV): -8.94 / -13.10
ΔE to the lowest compared entry with this formula, charge and spin (kJ/mol): 265.36
Lowest unoccupied orbital energy (alpha / beta) (eV): -4.8 / -5.1
Gap between HOMO and LUMO (alpha / beta) (eV): 4.1 / 8.0
F_max (hartree/bohr): 0.0859

Last column: Löwdin charge in e.
Atoms and positions in Å:
O 1.036 -1.008 -1.627  0.200
C 0.457 -0.273 -1.007  -0.151
C 0.240 0.639 0.173  -0.434
O -0.648 0.059 0.979  -0.606
H -0.036 1.613 -0.286  0.130
Ba -2.356 -1.754 1.228  1.720
H 1.307 0.724 0.540  0.141

Force components x, y, z for each atom (eV/Å):
O 3.01 -2.04 -1.89
C -4.10 1.18 1.13
C 2.15 0.79 -0.82
O -1.87 -1.57 1.16
H 0.02 -0.26 0.43
Ba 1.63 1.69 -0.47
H -0.84 0.21 0.46